(1)
Below is a structure of composition C52H47GeIN5STc, with properties calculated with ωB97M-V with the def2-TZVPD basis set.

The calculation puts the HOMO energy at -13.090 eV. The value obtained for the max |F| is 0.0665 Eh/bohr. The calculation puts the total energy at -139773.54720 eV. As for the gap between HOMO and LUMO: 6.8 eV.

Geometry as ORCA input:
```
! wB97M-V def2-TZVPD RIJCOSX def2/J DEFGRID3
* xyz 2 1
I -6.38071 -16.24121 11.40685
Tc -6.62489 -16.22929 14.06128
Ge -7.69188 -13.35195 15.74281
S -4.29356 -15.59506 13.71831
N -1.86413 -15.83306 14.62890
N -9.16495 -16.69606 16.23848
N -3.06847 -17.77004 14.90085
N -10.83104 -17.39039 14.84241
N -8.63129 -17.02426 13.91118
C -9.66306 -19.56304 11.41271
C -11.67588 -18.02776 15.82499
C -4.12794 -10.87634 17.77493
C -11.59991 -13.80198 18.31775
C -12.35131 -17.25131 16.74306
C -9.32483 -13.47410 16.88918
C -6.22585 -12.29769 16.58640
C -7.95002 -12.49783 13.94291
C -5.40010 -18.81858 10.40544
C -12.93927 -17.70967 17.91448
C -5.19821 -20.17540 12.85531
C -10.42856 -13.62627 19.02778
C -9.22822 -17.97490 18.65390
C -12.22897 -19.91659 17.16564
C -7.03371 -12.18387 11.76275
C -8.86059 -10.79586 12.52596
C -9.24837 -13.48335 18.33575
C -4.73414 -20.78702 11.62991
C -10.74739 -17.44658 10.94564
C -9.09298 -18.95094 12.51355
C -10.53246 -13.61908 16.18102
C -4.87444 -20.14525 10.45838
C -10.97075 -20.26274 14.99642
C -6.07000 -18.23179 14.16054
C -5.68844 -18.21780 11.57982
C -5.05948 -10.19325 17.00449
C -5.28234 -20.86676 14.09472
C -10.16246 -15.31250 12.10915
C -5.74147 -20.36619 15.29576
C -4.17035 -12.25072 17.79747
C -11.69172 -13.76328 16.95310
C -9.23876 -17.60587 12.74614
C -10.04679 -16.81345 11.92919
C -7.92666 -11.13561 11.54925
C -5.61090 -18.80205 12.91372
C -10.58409 -18.83622 10.66425
C -11.63622 -19.40696 16.02412
C -6.72990 -17.57819 18.77860
C -6.23777 -19.05413 15.27728
C -5.53997 -16.40911 17.05087
C -6.99471 -12.79605 12.96866
C -6.14961 -10.87570 16.41282
C -9.50948 -17.05435 14.90892
C -5.55206 -17.16520 18.26256
C -6.73685 -16.16059 16.42165
C -7.92417 -17.47110 18.10259
C -6.90909 -15.09621 15.39583
C -3.02668 -16.47315 14.47476
C -5.21625 -12.96013 17.30847
C -12.84314 -19.10093 18.10355
C -8.79437 -11.40655 13.75932
C -7.92769 -16.74491 16.91590
H -4.91408 -9.14664 16.81446
H -9.80194 -18.48241 17.83501
H -12.30918 -16.18115 16.46493
H -6.06131 -20.98756 16.12604
H -11.18006 -14.97426 11.92044
H -10.40494 -13.64320 20.10804
H -13.21247 -19.54269 19.01691
H -8.29713 -13.35781 18.83890
H -10.51466 -13.64290 15.04063
H -12.47278 -13.94339 18.84816
H -12.67218 -13.82191 16.45152
H -9.56018 -14.76369 11.41457
H -4.60459 -17.24141 18.77836
H -11.14121 -21.31130 15.22557
H -8.02308 -10.66847 10.57794
H -10.01148 -16.38304 16.75676
H -11.11774 -17.47853 13.88532
H -9.55155 -10.01075 12.26307
H -2.34848 -18.17222 15.45577
H -11.22313 -19.21765 9.87134
H -6.28375 -13.59929 13.26166
H -3.41882 -12.86387 18.35638
H -9.83811 -17.11943 18.97168
H -1.03062 -16.38917 14.75496
H -4.54969 -20.55191 9.50024
H -4.58825 -16.13402 16.62303
H -4.33690 -21.81321 11.64265
H -9.82582 -15.06116 13.08701
H -6.72716 -18.09359 19.68411
H -3.26584 -10.37729 18.17359
H -11.34203 -20.05314 14.00418
H -4.95866 -21.95497 14.08679
H -9.09727 -18.69114 19.44753
H -6.86944 -10.33721 15.81000
H -6.76461 -18.64509 16.13184
H -6.43159 -12.52590 10.93332
H -1.76148 -14.87813 14.34624
H -13.47461 -16.99958 18.54181
H -12.11152 -20.97134 17.25833
H -9.89704 -20.06391 15.04060
H -9.48484 -20.58627 11.15891
H -8.39770 -19.55125 13.10283
H -11.43537 -16.85885 10.36442
H -5.25790 -14.00958 17.47910
H -9.48401 -11.07592 14.48124
H -3.85417 -18.35938 14.67975
H -5.53784 -18.36878 9.43315
*
```

Löwdin atomic charge list, values in e, 8 entries: 1.228, 0.901, 1.040, 0.634, 0.120, 0.162, 0.166, 0.166



(2)
Below is a structure of composition C52H47MnN5SeSi2, with properties calculated with ωB97M-V with the def2-TZVPD basis set.

The calculation puts the HOMO energy (spin up / spin down) at -0.497 / -1.835 eV. The value obtained for the max |F| is 0.0201 Eh/bohr. The calculation puts the total energy at -174564.53663 eV. As for the gap between HOMO and LUMO (spin up / spin down): 4.5 / 5.4 eV.

Geometry as ORCA input:
```
! wB97M-V def2-TZVPD RIJCOSX def2/J DEFGRID3
* xyz -2 6
Se -3.36898 -1.66136 1.94407
Mn -0.26922 -0.36569 0.19480
Si 1.24349 1.42956 -2.59978
Si 2.63412 1.87717 0.16991
N -5.72274 -0.73504 0.33865
N 0.00994 -1.95520 -0.94034
N 0.95530 -1.18517 1.53751
N -0.80451 0.96544 1.54622
N -1.87958 0.02873 -0.85518
C 2.09680 -1.70271 3.44679
C 1.23813 1.27109 -0.79013
C 2.00340 -2.03368 1.23051
C 0.40454 0.12230 -3.63440
C 2.21299 -2.58321 -0.00572
C -4.42271 -3.00503 -2.40786
C -3.52872 1.25113 -1.88399
C -2.51508 1.26468 -0.86358
C -3.16215 5.87448 -0.55168
C 1.06284 1.25654 7.08481
C -1.05497 2.19010 3.43221
C -2.52237 -0.76744 -1.73396
C 0.30248 0.04483 3.54752
C 0.34856 3.01469 -3.09068
C -0.19461 -3.67655 -2.39782
C -5.05316 -4.31117 -4.33945
C -2.14734 -2.06100 -2.10150
C -2.44570 4.68967 -0.41656
C -3.12047 -2.84562 -2.90162
C -3.57351 -0.00194 -2.37740
C 0.11906 -0.94276 7.20704
C -3.76913 -4.15174 -4.84792
C -0.48381 1.01867 2.86747
C 2.99236 1.04104 1.80363
C 0.62909 0.17939 7.84835
C -4.46967 3.52663 0.16932
C 1.00365 -0.94296 2.87532
C 5.51759 -3.34583 -1.65949
C 2.74540 -2.30946 2.42810
C -4.80679 -1.10406 0.97344
C -4.53627 5.88754 -0.32458
C 1.10035 -3.68545 -1.93338
C 4.34344 1.91328 -0.64584
C 2.92096 1.52155 -3.46537
C 1.20819 -2.63758 -0.99109
C -5.18668 4.71148 0.03745
C -3.09556 3.50918 -0.06156
C 5.14383 -5.01982 0.02305
C 5.93518 -4.49242 -0.98862
C 2.31886 3.66782 0.67848
C 3.94064 -4.40818 0.36178
C -5.37483 -3.72419 -3.11900
C -1.57494 2.06773 1.25583
C 0.44276 0.10341 5.03454
C -2.32310 2.24053 0.07052
C -1.71200 2.85116 2.41912
C -0.85708 -2.56335 -1.79793
C -2.81701 -3.42182 -4.14002
C 4.31344 -2.74001 -1.32251
C 0.97663 1.21440 5.69530
C 3.50995 -3.26256 -0.30498
C 0.02668 -0.97861 5.81840
H 0.91350 -0.85074 -3.55713
H 3.77308 1.59986 2.33888
H 0.68254 0.21624 8.93078
H 2.74793 1.47550 -4.55109
H -1.83623 -3.25785 -4.57640
H -5.09565 6.81081 -0.42588
H 6.86627 -4.97496 -1.25865
H -0.63492 -0.01726 -3.33448
H 1.88104 -4.39882 -2.16134
H -4.17384 2.08017 -2.13156
H 0.41071 0.43229 -4.69017
H 4.55655 1.01793 -1.24571
H -0.22525 -1.79073 7.78960
H 1.41586 3.73896 1.30650
H -4.24390 -0.38451 -3.13256
H 0.74892 3.88491 -2.54737
H 3.34190 0.00743 1.66575
H -6.37248 -3.82978 -2.70748
H -0.64438 -4.39222 -3.06796
H -2.64861 6.78553 -0.84026
H 2.16817 4.31254 -0.20030
H -1.37330 4.66596 -0.59478
H -6.25655 4.71520 0.21950
H 3.31194 -4.83305 1.13746
H 4.45691 2.78870 -1.29944
H 3.56433 0.66996 -3.19713
H -0.72171 2.92518 -2.84392
H 3.47407 2.44235 -3.23949
H -5.79572 -4.87676 -4.89069
H 2.37459 -1.69997 4.48981
H 6.13292 -2.92038 -2.44515
H 5.45562 -5.92003 0.54092
H 1.34566 2.04515 5.10124
H 3.63168 -2.92593 2.48545
H 3.97526 -1.84278 -1.83683
H 3.16958 4.06228 1.25655
H -0.39597 -1.84452 5.31879
H 5.10778 1.97273 0.14341
H -1.00413 2.48193 4.46951
H 0.43396 3.20778 -4.17167
H -2.27644 3.77128 2.47918
H -3.50452 -4.58534 -5.80810
H 0.43096 1.94738 -0.47662
H -4.96713 2.59918 0.44837
H -4.68176 -2.56187 -1.44788
H 2.09558 1.00478 2.44130
H 1.47722 2.13288 7.57084
*
```

Löwdin atomic charge list, values in e, 8 entries: 0.327, 0.933, 0.344, 0.345, -0.036, 0.033, 0.033, 0.024



(3)
Below is a structure of composition C52H49N11O2P2RuSe2, with properties calculated with ωB97M-V with the def2-TZVPD basis set.

The calculation puts the HOMO energy (spin up / spin down) at -9.555 / -9.552 eV. The value obtained for the max |F| is 0.0138 Eh/bohr. The calculation puts the total energy at -227051.03943 eV. As for the gap between HOMO and LUMO (spin up / spin down): 7.0 / 5.3 eV.

Geometry as ORCA input:
```
! wB97M-V def2-TZVPD RIJCOSX def2/J DEFGRID3
* xyz 1 6
Ru -0.02285 -0.43232 -0.21313
Se -0.30817 0.19961 3.78553
Se 5.90823 -2.12921 3.18088
P 4.41683 -3.30149 2.29900
P 1.11642 -1.37087 3.88839
O -4.98531 5.92957 -2.05928
O -3.88344 4.56423 1.59565
N -3.60961 5.89177 -0.20485
N -0.03238 -0.17420 -2.44792
N 3.12201 -1.87484 0.41549
N 2.20862 -0.96915 0.20874
N -1.34707 3.06073 1.97189
N -2.63632 1.28790 1.18564
N -0.33869 1.44924 0.59598
N -1.90803 -0.82331 0.50059
N -1.73478 2.12923 -1.67596
N -3.76953 -0.58321 1.88723
N 1.49681 -0.75740 1.30976
C 0.05091 -1.35463 -3.09334
C 0.03477 -1.40687 -4.49113
C -4.06728 1.70929 -1.90048
C 4.88656 -4.19394 0.79100
C 4.29864 0.35105 5.67686
C -2.72939 -0.05371 1.19205
C 3.76081 -4.57248 3.42507
C 3.75012 -4.28085 4.78693
C 3.92618 -4.73620 -0.06671
C 0.18567 -4.92386 -1.85521
C 0.46724 -4.08428 3.51840
C 2.52348 -1.69287 6.30083
C 2.92456 -6.77644 3.92013
C -0.16770 0.96056 -3.14267
C -0.41915 2.21525 -2.34856
C 3.03015 -2.26028 1.70983
C -0.24124 -5.23716 3.82319
C 6.62393 -5.06592 -0.62300
C 6.23384 -4.35522 0.50433
C -3.31757 3.48671 -0.43948
C 0.33726 -2.94987 4.31176
C 3.29548 -5.21382 5.70314
C -1.52146 2.16411 0.86079
C -3.64927 6.08157 -1.62284
C 3.30994 -0.00050 4.77696
C -1.19556 -4.14536 5.73616
C -0.34202 3.45962 -3.17818
C -0.31092 2.22631 -5.24157
C 2.41994 -1.02753 5.08346
C 3.36016 -5.83621 2.99821
C -2.78682 1.46061 -2.23792
C -1.06886 -5.27094 4.93402
C -3.95955 -2.02589 1.87197
C 3.51656 -1.33628 7.20063
C -0.06628 -0.24418 -5.21037
C 0.08057 -2.54933 -2.23826
C 4.40354 -0.31660 6.88802
C -0.04692 -4.72012 -0.50199
C -4.27012 0.06746 3.09806
C -0.10638 -2.34231 -0.86748
C -0.50867 -2.98626 5.41948
C 4.31724 -5.44253 -1.18692
C -4.32188 2.83859 -1.04949
C -0.19760 -3.42826 -0.01035
C -3.63203 4.68107 0.40478
C 5.67060 -5.60932 -1.46506
C -0.18254 0.98568 -4.54163
C 0.24105 -3.84540 -2.72488
C -1.91256 2.95896 -0.51041
C -0.35079 3.43295 -4.54009
C 1.96223 -1.55555 2.28959
C 2.87952 -6.46421 5.27048
H -5.25293 -0.34181 3.32067
H -1.84315 -4.16619 6.60216
H -0.36282 4.36167 -5.09381
H -0.33398 2.21088 -6.32080
H -5.33098 3.21949 -0.96160
H 3.59992 -1.85984 8.14327
H -3.92508 6.65205 0.38340
H -5.04334 6.15655 -2.99396
H 5.18169 -0.04521 7.58798
H 6.97019 -3.91630 1.16600
H -2.09955 -1.80643 0.62309
H -2.99814 5.34072 -2.09822
H -2.53009 0.72864 -2.99077
H -0.61260 3.73578 1.79138
H 2.87045 -4.58233 0.12507
H 2.63472 -7.76206 3.58068
H -1.61202 -6.17376 5.17818
H -1.18586 3.77732 -0.53659
H -3.59335 -0.11510 3.93712
H 5.97664 -6.15669 -2.34593
H 4.99828 1.13630 5.42697
H -0.32786 4.40252 -2.64760
H 3.57035 -5.85381 -1.85238
H 1.13792 -4.08051 2.67274
H 0.39818 1.73042 1.24220
H 0.31326 -5.92721 -2.23706
H 0.08769 -2.35902 -4.99611
H 7.67545 -5.18842 -0.84228
H -4.39144 1.14009 2.98049
H 0.31412 2.25990 -1.53444
H -3.45214 1.79082 1.49969
H -0.36513 -3.26848 1.04698
H -0.12682 -6.11596 3.20352
H 2.54158 -7.20158 5.98592
H 3.41263 -6.10921 1.95356
H 3.29181 -4.97436 6.75826
H -3.27570 7.08517 -1.84442
H -0.10645 -5.56665 0.17136
H 1.84934 -2.50251 6.54494
H -3.97102 -2.40353 0.84990
H -0.07792 -0.26734 -6.29223
H 4.13814 -3.32889 5.12374
H -3.19006 -2.54694 2.45418
H 0.41920 -4.02990 -3.77540
H 3.23540 0.51730 3.82809
H -0.65474 -2.09499 6.01816
H -2.19967 3.56780 2.19419
H -4.92959 -2.24670 2.31008
H -4.86884 1.14587 -2.34903
*
```

Löwdin atomic charge list, values in e, 8 entries: 1.429, 0.358, 0.354, 0.534, 0.570, -0.023, 0.062, 0.113



(4)
Below is a structure of composition C52H50BrCdCl3N2O3P2SSi, with properties calculated with ωB97M-V with the def2-TZVPD basis set.

The calculation puts the HOMO energy at -6.614 eV. The value obtained for the max |F| is 0.0830 Eh/bohr. The calculation puts the total energy at -213321.11513 eV. As for the gap between HOMO and LUMO: 6.9 eV.

Geometry as ORCA input:
```
! wB97M-V def2-TZVPD RIJCOSX def2/J DEFGRID3
* xyz 0 1
Cd 6.89557 -6.42257 19.44906
Br 10.25490 -6.95620 15.42915
Cl 12.28699 -14.07430 20.01184
Cl 3.56185 -16.07258 17.74404
Cl 7.58670 -14.58083 14.63152
S 13.72591 -12.25220 18.09231
P 6.20301 -6.66170 21.99896
P 7.81860 -2.82078 23.54993
Si 5.11229 -5.09370 18.14384
O 9.22980 -6.09843 19.78164
O 8.82535 -11.78011 17.97284
O 8.49528 -6.66604 17.81889
N 6.87117 -10.32039 16.62289
N 6.02903 -8.53994 17.69976
C 7.18132 -3.17375 25.21862
C 5.78676 -8.61260 23.94866
C 10.27218 -4.20081 22.84241
C 3.51385 -5.73317 21.98579
C 4.40763 -6.77611 21.94460
C 6.76110 -14.32833 16.17366
C 5.63743 -15.12652 16.32597
C 8.24643 -9.82752 23.57647
C 7.42799 -10.23875 24.62492
C 5.80452 -2.41509 27.07486
C 9.77700 -12.50385 18.79230
C 6.25622 -2.27289 25.75628
C 5.85980 -4.58721 16.41630
C 8.29282 -12.38907 16.80885
C 5.08817 -9.53151 17.67375
C 12.79575 -6.68771 16.63285
C 6.16360 -9.69339 24.75802
C 12.88583 -10.87312 17.44668
C 13.20969 -6.21134 19.02392
C 7.10008 -4.14015 22.55020
C 6.72427 -5.42868 23.25473
C 7.84725 -11.21213 15.92854
C 3.50986 -6.07058 17.88703
C 4.94361 -15.14494 17.60100
C 11.39707 -6.66463 16.92021
C 6.45724 -3.29919 27.87685
C 11.83413 -6.04641 19.28934
C 7.07240 -9.06612 17.03763
C 5.58104 -10.65198 17.02730
C 7.83246 -8.85327 22.63753
C 12.28570 -12.80195 18.88264
C 4.79352 -3.47667 19.09969
C 1.64683 -7.17435 21.55238
C 2.12804 -5.93884 21.86669
C 9.47669 -6.35572 18.55819
C 12.44652 -3.73552 23.89776
C 10.47617 -2.57042 24.63016
C 2.54389 -8.26276 21.36861
C 11.19700 -12.03866 18.47612
C 10.94086 -6.42783 18.22274
C 11.83799 -2.75810 24.68073
C 7.35885 -4.19588 27.35265
C 11.58382 -10.80624 17.82569
C 5.49532 -14.33690 18.59220
C 6.70764 -13.59954 18.41338
C 9.68678 -3.22914 23.64565
C 7.81225 -4.12184 26.03557
C 6.67162 -8.11681 22.98724
C 13.66523 -6.48863 17.71414
C 7.19719 -13.37535 17.13225
C 3.88603 -8.02865 21.55412
C 11.67913 -4.42856 23.01386
H 13.46647 -10.16545 16.84251
H 12.53466 -2.07212 25.22018
H 9.58085 -12.25987 19.85747
H 8.43264 -8.56035 21.76729
H 3.70964 -7.14359 17.75135
H 1.45110 -5.10963 22.08642
H 4.51578 -2.74388 18.34593
H 7.22732 -13.19751 19.26642
H 9.08803 -12.97562 16.19213
H 8.53503 -4.80636 25.61980
H 4.56184 -8.86546 21.36092
H 2.96422 -5.66486 17.00129
H 4.14013 -9.34083 18.18049
H 5.00011 -1.70176 27.36275
H 7.94977 -8.42744 16.83493
H 5.69059 -5.41642 15.69020
H 7.35254 -11.52234 14.97486
H 2.82896 -6.07742 18.73535
H 4.86430 -8.11777 24.17055
H 5.54007 -10.20903 25.49036
H 5.00373 -14.35346 19.54976
H 5.43560 -3.56640 16.14793
H 11.36946 -5.69681 20.22892
H 6.17565 -3.66857 22.07470
H 6.23590 -3.37517 28.92975
H 9.94731 -1.87658 25.28817
H 6.94097 -4.44939 16.48957
H 5.87652 -1.50744 25.15379
H 13.89582 -6.06859 19.85453
H 9.66399 -13.61892 18.63215
H 9.33141 -10.06957 23.55191
H 5.61171 -3.01392 19.61786
H 8.72488 -10.56677 15.73951
H 7.76615 -4.99227 27.99086
H 3.79519 -4.67700 22.30241
H 13.12805 -7.02159 15.66730
H 9.71822 -4.67568 22.04298
H 14.72425 -6.60104 17.56874
H 7.78666 -4.30687 21.72019
H 10.83682 -10.10430 17.41481
H 5.85721 -5.35426 23.97874
H 12.13885 -5.19466 22.42836
H 5.07525 -11.61727 16.93041
H 13.50247 -3.93798 24.01510
H 5.36170 -15.81195 15.55328
H 7.77443 -10.95088 25.45438
H 3.94818 -3.56488 19.85873
H 0.57380 -7.25406 21.38665
H 7.59474 -5.85513 23.79090
H 2.14469 -9.29278 21.23210
*
```

Löwdin atomic charge list, values in e, 8 entries: 1.135, 0.794, 0.668, 0.739, 0.688, 0.976, 0.950, 1.042